Record 1
Molecular formula: C2H3NO3S
Method: DFT, ωB97M-V/def2-TZVPD

Results
ΔE to the lowest compared entry with this formula, charge and spin	3.0352	eV
HOMO level	-0.337	hartree
2S+1	1
E	-756.5646	Eh

```
10
Properties=species:S:1:pos:R:3:forces:R:3:lowdin_charge:R:1
O -1.017841 -1.553180 -0.925916 -0.245 1.236 0.449 0.143
C -0.778069 -0.735582 -0.065995 3.086 -2.765 -2.384 -0.608
O -1.446147 -0.625980 1.038440 -4.792 -0.154 0.004 0.116
C 0.467604 0.102797 -0.034604 0.451 -1.165 -0.009 -0.824
S 2.025096 -0.331835 0.110598 0.396 -1.025 -0.121 0.728
N 0.192858 1.368547 0.000852 0.668 4.770 -2.174 -0.074
O -1.165423 1.844303 -0.354023 0.804 -3.672 4.178 -0.053
H -2.359175 -0.982110 0.641662 1.986 0.502 2.030 0.227
H 1.003660 1.976825 -0.372083 -2.042 -0.819 1.059 0.177
H -1.497953 1.210378 0.490490 -0.311 3.091 -3.033 0.168
```
Positions in Å, forces in eV/Å.


Record 2
Molecular formula: C27H54BBr24IO5
Method: DFT, ωB97M-V/def2-TZVPD

Results
HOMO level	-0.356	hartree
2S+1	1
E	-63536.4179	Eh

```
112
Properties=species:S:1:pos:R:3:forces:R:3:lowdin_charge:R:1
C 2.988858 4.510593 -2.486730 -0.204 -0.761 -0.254 -0.046
C 2.717500 3.067100 -2.959044 -0.192 1.029 -1.192 -0.223
O 1.660904 2.445251 -2.209351 1.165 -0.316 0.197 0.095
B 2.066062 1.569741 -1.238653 -0.813 -0.021 0.643 -0.766
O 1.491114 1.682511 -0.004330 -0.192 0.033 -0.460 0.210
O 2.987939 0.504808 -1.423141 -0.697 1.738 0.501 0.238
C 4.224988 0.762499 -0.993431 -1.308 0.078 -0.180 -0.793
O 5.086761 0.039137 -1.285599 2.996 -2.285 -0.702 0.076
O 4.395287 1.876614 -0.272762 -0.351 0.772 -0.046 -0.531
I 6.307036 2.493594 -0.257242 -0.276 0.027 0.194 1.092
H 2.018529 4.973563 -2.280139 0.262 0.066 0.120 0.086
H 3.441541 5.037860 -3.333868 0.071 0.032 0.297 0.082
H 3.652925 4.552325 -1.618439 -0.209 0.087 -0.056 0.065
H 3.641077 2.477608 -3.023431 -0.283 -0.137 0.289 0.122
H 2.352299 3.160889 -3.991207 0.033 -0.275 0.198 0.113
H 0.920151 2.464407 -0.050324 -0.023 -0.195 0.329 0.133
Br 2.397875 0.014907 -5.327688 -0.175 0.208 -0.042 0.631
C 0.538254 0.460019 -4.957065 0.214 -0.131 0.065 -0.712
C -0.318240 0.337696 -6.184968 -0.150 -0.053 -0.204 -0.723
Br -0.061399 1.848379 -7.384717 0.015 -0.053 -0.086 0.607
H 0.532820 1.459542 -4.531043 -0.072 -0.025 -0.019 0.024
H 0.221215 -0.254891 -4.199652 -0.059 0.022 -0.033 0.064
H -1.371805 0.363752 -5.916730 0.158 0.009 -0.021 -0.025
H -0.114842 -0.560259 -6.763129 0.122 0.049 0.018 0.019
Br 6.467296 -6.110140 -1.648937 0.015 -0.002 0.043 0.586
C 6.103166 -4.328882 -0.945720 -0.190 -0.110 -0.133 -0.692
C 6.753209 -3.262954 -1.782823 0.229 0.235 0.169 -0.742
Br 8.668198 -3.149820 -1.436486 0.000 -0.050 -0.047 0.602
H 6.437467 -4.322441 0.087427 0.047 0.026 -0.049 0.050
H 5.019805 -4.227362 -0.976016 0.030 0.057 -0.046 0.053
H 6.359477 -2.280166 -1.525741 -0.056 -0.049 -0.011 0.036
H 6.634192 -3.428895 -2.848522 0.024 -0.036 0.142 -0.019
Br -1.889572 0.551661 1.912219 0.053 0.064 -0.026 0.657
C -0.041250 0.271630 2.461332 -0.041 -0.137 -0.177 -0.677
C 0.106673 -0.955218 3.319336 0.113 0.055 0.165 -0.660
Br -0.534093 -0.631435 5.128927 -0.097 -0.107 0.040 0.666
H 0.273842 1.182355 2.963307 -0.020 -0.059 0.060 0.028
H 0.517764 0.159221 1.536133 -0.003 -0.010 0.029 0.038
H 1.158624 -1.217512 3.427096 0.003 0.086 -0.028 0.021
H -0.440899 -1.813907 2.941655 -0.030 0.078 -0.049 0.053
Br -6.086347 2.882037 -4.321060 0.076 0.016 -0.046 0.612
C -5.120117 1.612665 -5.435015 -0.286 0.038 0.089 -0.696
C -4.242552 0.711488 -4.607761 0.264 -0.051 -0.114 -0.667
Br -2.630039 1.631892 -4.020133 -0.236 0.141 0.309 0.700
H -4.563983 2.192301 -6.166012 0.051 -0.048 0.046 0.052
H -5.889664 1.034136 -5.942745 0.051 -0.043 0.023 0.058
H -3.890393 -0.130220 -5.203107 -0.054 0.026 -0.032 0.059
H -4.734968 0.337903 -3.714801 -0.035 0.062 -0.025 0.048
Br 3.104391 -0.288343 7.836502 -0.091 0.066 -0.069 0.638
C 2.801219 -1.781301 6.626854 0.141 -0.070 0.229 -0.688
C 3.999328 -2.033268 5.751127 -0.036 -0.052 -0.201 -0.681
Br 4.120075 -0.718495 4.316911 0.036 0.017 0.036 0.615
H 1.903138 -1.549790 6.062544 0.035 0.021 0.013 -0.032
H 2.613071 -2.637555 7.272168 0.053 -0.011 -0.040 0.064
H 3.909840 -2.995108 5.249247 -0.040 0.011 0.039 0.060
H 4.939793 -1.996845 6.294254 -0.052 0.025 0.032 0.014
Br -3.332294 3.430432 7.748249 0.004 0.045 -0.031 0.609
C -3.847031 3.332394 5.871389 0.052 -0.043 0.265 -0.744
C -2.940038 2.419205 5.095116 0.024 0.032 -0.270 -0.723
Br -1.226119 3.258915 4.710345 0.014 0.016 0.073 0.611
H -3.853498 4.348918 5.490209 0.070 -0.175 0.089 -0.032
H -4.864620 2.943445 5.876039 0.042 -0.023 -0.022 0.012
H -3.370208 2.195296 4.120296 -0.010 0.022 0.036 0.004
H -2.722744 1.489453 5.612949 -0.026 0.035 0.008 0.021
Br 4.402459 -2.617776 -4.263369 -0.044 -0.115 -0.039 0.652
C 4.061316 -4.170137 -5.386915 0.062 -0.012 0.300 -0.662
C 5.214051 -4.442723 -6.315815 -0.080 -0.032 -0.290 -0.693
Br 5.232565 -3.194788 -7.810026 0.052 0.016 0.069 0.607
H 3.127637 -3.981583 -5.909403 0.072 0.015 -0.064 0.051
H 3.925086 -4.999050 -4.694097 0.059 -0.016 -0.042 0.057
H 5.115863 -5.428064 -6.767581 -0.035 0.009 0.049 0.058
H 6.180862 -4.365712 -5.827266 -0.060 0.013 0.049 0.050
Br 7.019508 -2.034069 8.732666 0.006 0.001 0.043 0.607
C 6.657351 -0.284642 9.505475 -0.203 -0.107 -0.118 -0.699
C 7.360130 0.809643 8.748204 0.155 0.163 0.157 -0.699
Br 9.259601 0.867969 9.173781 -0.022 -0.028 -0.080 0.602
H 6.949045 -0.335470 10.550250 0.072 0.038 -0.050 0.052
H 5.577995 -0.162590 9.437589 0.032 0.020 -0.051 -0.002
H 6.972641 1.784059 9.039528 -0.044 -0.051 0.019 0.059
H 7.281253 0.698328 7.670874 -0.044 -0.055 0.039 0.050
Br -6.262302 1.086870 3.999259 -0.043 0.026 -0.073 0.688
C -6.606412 -0.413060 2.797612 0.135 0.080 0.278 -0.737
C -5.431131 -0.675416 1.897301 -0.098 0.020 -0.259 -0.718
Br -5.331803 0.633543 0.456979 0.065 0.026 0.050 0.595
H -7.515584 -0.179076 2.253662 0.059 0.025 -0.022 0.032
H -6.785181 -1.263266 3.449111 0.090 0.020 0.005 0.009
H -5.538205 -1.637766 1.402120 -0.048 -0.008 0.080 0.007
H -4.478601 -0.644230 2.418995 -0.053 -0.006 0.038 0.004
Br 0.487077 -1.816929 -9.642743 0.027 -0.035 -0.028 0.606
C 0.977728 -0.316169 -10.780288 0.021 0.062 0.305 -0.693
C -0.225757 0.275251 -11.463119 0.023 0.029 -0.273 -0.705
Br -0.819114 -0.830872 -12.952156 -0.053 0.001 0.070 0.602
H 1.727265 -0.680565 -11.476390 -0.079 0.002 -0.038 0.052
H 1.431346 0.412060 -10.109803 -0.066 0.015 -0.007 0.043
H 0.021597 1.238798 -11.904680 0.046 -0.020 0.044 0.058
H -1.075840 0.391683 -10.797728 0.071 -0.026 0.046 0.045
Br -8.415530 -3.109631 2.083045 -0.044 -0.150 -0.139 0.698
C -7.418089 -4.351161 0.961814 -0.273 -0.032 0.064 -0.671
C -6.597262 -5.302426 1.791564 0.272 -0.019 -0.083 -0.683
Br -4.999647 -4.439966 2.495406 -0.072 -0.010 0.066 0.638
H -6.818948 -3.751897 0.282235 0.041 -0.050 0.040 0.051
H -8.172549 -4.892333 0.394022 0.036 -0.029 0.027 0.059
H -6.231462 -6.124755 1.179592 -0.039 0.038 -0.030 0.059
H -7.141023 -5.701127 2.642608 -0.040 0.055 -0.039 0.052
Br -7.642147 5.811632 6.964370 0.031 0.053 -0.059 0.612
C -8.157144 5.712827 5.090022 -0.114 -0.107 0.270 -0.694
C -7.232559 4.813296 4.315395 0.094 0.121 -0.250 -0.691
Br -5.532975 5.688179 3.945581 -0.131 0.084 -0.125 0.674
H -8.175001 6.730596 4.712010 0.054 -0.045 -0.038 0.049
H -9.168446 5.310319 5.091525 0.039 -0.035 -0.045 0.058
H -7.651329 4.581013 3.337965 -0.018 -0.002 0.036 0.060
H -7.005326 3.887844 4.836749 -0.070 0.058 0.029 0.000
```
Positions in Å, forces in eV/Å.


Record 3
Molecular formula: C20H64N6O12
Method: DFT, ωB97M-V/def2-TZVPD

Results
ΔE to the lowest compared entry with this formula, charge and spin	3.4651	eV
HOMO level	-0.301	hartree
2S+1	1
E	-2031.4797	Eh

```
102
Properties=species:S:1:pos:R:3:forces:R:3:lowdin_charge:R:1
N 0.452843 4.115912 -3.446873 2.479 2.016 -3.953 0.150
C -0.123157 3.913912 -2.304873 -0.460 4.864 8.172 -0.578
N -0.679157 2.770912 -2.228873 -1.695 -3.228 -0.095 0.209
O -0.068157 4.779912 -1.200873 0.429 -3.600 -6.291 -0.106
H 1.012843 4.952912 -3.454873 -0.088 0.267 -0.375 0.136
H -0.013157 3.875912 -4.327873 0.212 0.294 0.755 0.140
H -1.163157 2.576912 -1.384873 -0.497 -0.401 0.678 0.067
H -0.671157 2.089912 -3.014873 -0.209 0.809 1.050 0.098
N -0.721157 -0.759088 -3.671873 -0.370 -4.758 2.492 0.188
C -1.232157 0.195912 -4.352873 -8.862 -1.745 -0.325 -0.667
N -0.325157 1.021912 -4.673873 3.224 6.574 -3.032 0.158
O -2.564157 0.264912 -4.591873 5.501 0.575 0.171 -0.076
H -1.384157 -1.515088 -3.400873 0.546 0.855 -0.326 0.092
H 0.163843 -0.641088 -3.158873 -0.755 -0.125 -0.722 0.057
H -0.527157 1.861912 -5.250873 0.092 -1.303 0.584 0.151
H 0.633843 0.903912 -4.360873 -0.294 -0.132 -0.518 0.097
N -2.316157 2.494912 2.268127 -1.681 0.673 1.002 0.158
C -1.762157 3.558912 1.722127 -2.243 5.862 2.097 -0.595
N -0.827157 3.245912 0.862127 3.232 1.336 -2.344 0.147
O -2.201157 4.824912 2.084127 2.293 -6.127 -2.128 -0.136
H -3.075157 2.676912 2.868127 -0.710 -0.107 0.833 0.104
H -1.978157 1.599912 2.129127 0.413 -1.652 -0.315 0.039
H -0.384157 4.055912 0.355127 -0.606 -1.008 0.452 0.086
H -0.283157 2.355912 0.727127 -1.265 1.144 0.493 0.080
C -3.672157 -1.216088 -0.187873 -2.752 -2.473 -1.328 -0.026
C -3.764157 -0.166088 -1.240873 -0.005 4.303 4.846 -0.646
C -2.553157 0.665912 -1.243873 1.965 0.502 3.004 -0.066
O -3.862157 -0.632088 -2.390873 -2.495 -6.877 -6.022 0.033
H -3.078157 -0.969088 0.624127 0.852 0.622 1.694 0.032
H -3.321157 -2.196088 -0.609873 -0.057 1.118 0.048 0.079
H -4.725157 -1.451088 0.093127 0.766 0.037 0.458 0.105
H -4.646157 0.558912 -1.122873 0.677 -0.560 1.165 0.168
H -2.654157 1.410912 -1.972873 -0.222 1.181 -0.999 0.061
H -1.605157 0.092912 -1.470873 -1.110 0.409 0.407 0.093
H -2.534157 1.122912 -0.214873 0.687 0.084 -0.947 0.100
H -3.657157 -0.089088 -3.101873 0.894 1.694 -2.295 0.033
C 0.861843 -0.972088 3.903127 1.008 -1.331 -2.371 -0.024
C 1.634843 0.320912 4.079127 1.216 -3.094 -7.825 -0.654
C 1.476843 1.451912 3.063127 -0.187 -0.606 -1.167 0.000
O 1.408843 0.828912 5.176127 -2.419 4.432 10.250 0.027
H 1.156843 -1.771088 4.619127 -0.398 0.744 -0.030 0.102
H 0.996843 -1.442088 2.883127 0.145 0.547 1.146 0.059
H -0.155157 -0.721088 3.907127 -1.776 -0.047 0.624 0.048
H 2.649843 0.030912 4.092127 2.109 -0.517 -1.072 0.113
H 0.450843 1.899912 2.903127 1.086 -0.666 0.496 0.083
H 1.865843 1.072912 2.119127 -0.255 0.236 -0.332 0.068
H 2.173843 2.224912 3.360127 -0.106 0.360 0.210 0.091
H 1.583843 0.203912 5.878127 -0.090 0.025 0.588 0.129
C -1.782157 -3.186088 1.863127 -1.279 -0.285 -0.795 -0.016
C -0.571157 -4.066088 1.698127 -9.229 -5.426 7.667 -0.688
C -0.890157 -5.589088 1.446127 -2.590 1.659 0.358 0.004
O 0.224843 -3.704088 0.880127 9.534 5.070 -9.807 0.032
H -2.403157 -3.471088 2.700127 -0.240 -0.499 0.198 0.086
H -2.414157 -3.210088 0.947127 0.412 0.328 0.659 0.074
H -1.458157 -2.192088 2.140127 0.122 0.525 -0.438 0.060
H -0.071157 -3.907088 2.602127 0.084 -0.933 3.001 0.111
H -1.348157 -5.756088 0.441127 0.075 0.374 0.750 0.084
H -1.545157 -5.954088 2.237127 -0.221 -0.259 -0.179 0.076
H -0.025157 -6.149088 1.458127 2.136 -1.098 0.131 0.040
H 1.003843 -3.629088 1.437127 1.477 0.438 -1.255 0.076
C 3.778843 1.826912 -1.637873 -2.015 -0.474 -0.398 -0.010
C 3.261843 2.411912 -2.989873 8.058 4.859 2.801 -0.637
C 4.393843 2.398912 -3.996873 2.193 0.267 0.195 -0.046
O 2.261843 1.948912 -3.578873 -8.563 -4.027 -2.910 -0.055
H 4.203843 0.824912 -1.816873 0.369 0.417 0.206 0.079
H 2.827843 1.645912 -1.106873 0.540 0.136 0.567 0.067
H 4.415843 2.515912 -1.051873 -0.242 -0.537 -0.581 0.099
H 3.019843 3.460912 -2.817873 0.593 0.618 0.636 0.138
H 4.759843 1.365912 -4.168873 0.143 0.444 0.441 0.089
H 5.230843 3.107912 -3.720873 -0.636 -1.130 -0.005 0.105
H 4.113843 2.709912 -4.978873 -0.740 0.467 -0.634 0.062
H 1.460843 2.509912 -3.366873 0.956 -0.701 -0.347 0.084
C -1.619157 1.653912 5.060127 1.825 0.740 2.187 -0.186
O -2.718157 2.014912 5.875127 -0.837 -0.069 -0.788 -0.097
H -1.758157 0.930912 4.299127 -1.248 -0.132 -1.052 0.050
H -0.958157 1.098912 5.691127 0.779 -0.447 0.601 0.054
H -0.993157 2.512912 4.767127 -0.641 -0.179 -0.493 0.096
H -2.366157 2.362912 6.698127 0.008 0.009 -0.121 0.079
C 1.761843 -1.427088 -1.675873 1.639 -0.155 -0.603 -0.086
O 1.402843 -0.194088 -2.269873 1.394 0.446 0.161 -0.174
H 1.047843 -1.622088 -0.946873 -1.233 -0.591 1.306 0.034
H 2.758843 -1.461088 -1.195873 -0.367 0.444 -0.355 0.103
H 1.717843 -2.201088 -2.418873 0.076 -0.558 -0.328 0.090
H 2.159843 0.216912 -2.735873 -0.581 -0.028 0.221 0.089
C -1.135157 -3.166088 -1.896873 -1.003 -1.555 0.612 -0.135
O -2.220157 -2.965088 -2.797873 0.556 1.661 1.082 -0.103
H -1.145157 -2.415088 -1.102873 0.415 0.305 -0.623 0.061
H -0.255157 -3.325088 -2.495873 0.854 0.510 0.251 0.078
H -1.278157 -4.102088 -1.327873 0.010 0.213 -0.213 0.084
H -2.470157 -3.807088 -3.084873 -0.813 -1.811 -0.940 0.069
C -0.045157 -0.120088 0.817127 -0.314 0.096 0.322 -0.172
O 0.534843 0.887912 0.049127 -0.456 1.023 0.823 -0.123
H 0.731843 -0.811088 1.004127 0.776 -0.761 1.433 0.043
H -0.739157 -0.742088 0.303127 -1.082 -0.072 -0.772 0.049
H -0.563157 0.322912 1.676127 0.550 -0.460 0.028 0.079
H 0.661843 0.496912 -0.792873 0.493 0.045 -1.795 0.009
C 3.307843 -2.406088 1.800127 0.950 0.775 -0.355 -0.130
O 2.518843 -3.370088 2.461127 -0.395 -0.607 -0.525 -0.137
H 2.660843 -1.866088 1.053127 0.748 -0.396 0.759 0.065
H 4.174843 -2.910088 1.250127 -1.051 0.798 0.775 0.107
H 3.673843 -1.689088 2.597127 -0.109 -0.473 -1.363 0.100
H 2.704843 -3.295088 3.388127 -0.099 -0.205 0.597 0.081
```
Positions in Å, forces in eV/Å.


Record 4
Molecular formula: C6H13O4
Method: DFT, ωB97M-V/def2-TZVPD

Results
ΔE to the lowest compared entry with this formula, charge and spin	0.2912	eV
HOMO level (alpha / beta)	-0.346 / -0.365	hartree
2S+1	2
E	-537.2419	Eh
⟨S²⟩	0.767

```
23
Properties=species:S:1:pos:R:3:forces:R:3:lowdin_charge:R:1
O 1.544055 0.837473 -2.113275 -0.091 0.064 1.143 0.034
C 1.626348 1.154542 -0.918238 -0.145 0.126 -1.113 -0.259
C 1.017362 0.484110 0.185259 0.976 -0.396 0.883 -0.112
O 0.280935 -0.608728 0.152115 -0.945 0.056 -0.846 -0.076
C 0.854280 -1.922830 0.149808 0.420 -0.123 -0.005 -0.133
C -0.213974 -2.935662 -0.204466 -0.144 -0.227 0.132 -0.208
O -0.348898 -3.195685 -1.579195 0.195 -0.253 0.131 -0.180
C -1.200552 -2.323694 -2.284568 -0.244 0.425 -0.166 -0.101
H -0.722515 2.390206 1.202404 -0.972 1.252 0.602 0.074
H 2.216549 2.042007 -0.606872 -0.073 -0.194 -0.089 0.117
H 1.373585 0.728028 1.189323 -0.054 0.462 -0.041 0.125
H 1.247612 -2.141560 1.151745 -0.041 0.109 -0.071 0.130
H 1.678953 -1.957392 -0.574673 -0.199 -0.041 0.092 0.144
H 0.076799 -3.884957 0.267524 -0.083 0.158 -0.187 0.131
H -1.179204 -2.624660 0.233321 0.243 -0.022 -0.048 0.135
H -1.332653 -2.738466 -3.291532 0.064 0.087 0.301 0.092
H -2.186793 -2.255171 -1.794093 0.208 -0.013 -0.113 0.092
H -0.775164 -1.312116 -2.367613 -0.088 -0.198 0.018 0.086
C -0.757282 4.083054 2.266793 0.342 0.234 0.222 -0.184
O -1.382439 3.071250 1.512098 0.678 -1.296 -0.695 -0.140
H -1.528039 4.820172 2.529566 0.209 -0.264 -0.097 0.081
H -0.319108 3.691162 3.199348 -0.098 0.129 -0.193 0.076
H 0.030144 4.598917 1.695220 -0.159 -0.075 0.138 0.076
```
Positions in Å, forces in eV/Å.